(i)
Here is one molecule with the formula C4H6OS from the OMol25 dataset. Energies are from the ωB97M-V functional and the def2-TZVPD basis.

Geometry as XYZ:
```
12
Properties=species:S:1:pos:R:3:lowdin_charge:R:1
C 0.258 -0.709 -0.184 -0.341
C 0.257 0.698 -0.212 -0.343
C -0.510 -1.946 -0.024 -0.083
C -0.494 1.940 -0.033 -0.082
O 2.718 0.018 0.791 -0.566
S 1.926 -0.013 -0.439 0.915
H 0.125 -2.806 -0.238 0.079
H -1.356 -1.956 -0.712 0.084
H -0.897 -2.034 0.993 0.086
H -0.038 2.519 0.774 0.089
H -1.536 1.743 0.218 0.081
H -0.452 2.547 -0.936 0.081
```

- Multiplicity: 1
- Orbital gap: 9.899 eV

=====

(ii)
Here is a 2-piece molecular cluster, C4H6OS overall from the OMol25 dataset. Energies are from the ωB97M-V functional and the def2-TZVPD basis.

Geometry as XYZ:
```
12
Properties=species:S:1:pos:R:3:lowdin_charge:R:1
C 0.444 0.239 2.262 -0.233
C -2.383 -0.472 -0.555 -0.620
C 0.435 0.410 0.981 -0.165
C 1.263 1.675 0.587 -0.107
O 0.249 0.059 3.420 0.148
S -2.074 -1.757 -1.442 0.623
H -1.791 -0.154 0.357 -0.012
H -3.188 0.246 -0.840 0.015
H 0.088 -0.234 0.061 0.115
H 2.283 1.668 0.252 0.049
H 1.252 2.295 1.553 0.090
H 0.605 2.282 -0.154 0.096
```

- Structure (SMILES): CC=C=O.C=S
- Multiplicity: 1
- Orbital gap: 8.417 eV

=====

(iii)
Here is a 2-piece molecular cluster, C4H6OS overall from the OMol25 dataset. Energies are from the ωB97M-V functional and the def2-TZVPD basis.

Geometry as XYZ:
```
12
Properties=species:S:1:pos:R:3:lowdin_charge:R:1
C 1.181 -0.721 -0.509 -0.045
C 0.054 -1.222 -0.003 -0.082
C 1.167 0.758 -0.358 -0.169
C -0.842 -0.075 0.307 -0.780
O -0.171 1.085 0.045 -0.177
S -2.579 -0.041 -0.200 0.709
H 2.003 -1.191 -0.873 0.079
H -0.212 -2.213 0.097 0.087
H 1.652 1.227 0.551 0.149
H 1.542 1.159 -1.348 0.139
H -1.053 -0.017 1.968 0.172
H -2.741 1.252 0.323 -0.082
```

- Multiplicity: 1
- Orbital gap: 8.889 eV

=====

Least stable of them? (iii).